Run A
ORCA calculation (ωB97M-V/def2-TZVPD) on C2H3NOS2 in the gas phase.

Results
HOMO	-9.7	eV
gap between HOMO and LUMO	9.11	eV
multiplicity	1

Last column: natural (NBO) charge in e.
Geometry (Å):
C1 -0.1316 0.2753 0.4582  -0.0750
C2 -0.0685 0.1576 -0.9922  0.4315
H1 1.0281 -2.2823 2.3249  0.1399
H2 -0.7642 1.0504 0.8676  0.1934
H3 -0.7877 1.4192 -2.9215  0.1479
N1 0.4374 -0.7127 0.9939  -0.4664
O1 0.4363 -0.6466 -1.7348  -0.5002
S1 0.6343 -0.9956 2.6400  0.2374
S2 -0.7840 1.7346 -1.6361  -0.1085

***

Run B
ORCA calculation (ωB97M-V/def2-TZVPD) on C2H3NOS2 in the gas phase.

Results
HOMO	-9.3	eV
gap between HOMO and LUMO	8.71	eV
multiplicity	1

Last column: natural (NBO) charge in e.
Geometry (Å):
C1 0.1702 0.8992 -0.0681  -0.0488
C2 -0.8506 -0.1763 -0.0775  0.3390
H1 3.3445 0.0389 -0.0216  0.1040
H2 -0.2375 1.9857 0.2872  0.1865
H3 -3.0296 -1.5133 0.2823  0.1980
N1 1.4596 0.8612 -0.0791  -0.4788
O1 -0.3335 -1.2799 0.0405  -0.5420
S1 2.1424 -0.6770 -0.1746  0.2832
S2 -2.6656 -0.1383 -0.1891  -0.0411

***

Run C
ORCA calculation (ωB97M-V/def2-TZVPD) on C2H3NOS2 in the gas phase.

Results
HOMO	-8.9	eV
gap between HOMO and LUMO	8.90	eV
multiplicity	1

Last column: natural (NBO) charge in e.
Geometry (Å):
C1 0.3487 -1.3955 1.1817  -0.1113
C2 -0.5993 1.6072 -1.1086  0.2172
H1 0.0417 -1.1672 2.1583  0.1919
H2 0.5866 -0.5681 -0.7377  0.4559
H3 -1.3498 2.4341 -1.2637  0.1650
N1 0.3406 -0.3380 0.2866  -0.7509
O1 0.0854 1.0950 -2.0160  -0.5404
S1 1.2102 -2.7150 0.8996  -0.0557
S2 -0.6640 1.0475 0.5998  0.4284

***

Stability order, top to bottom: run C, run A, run B

***

Run A
ORCA calculation (ωB97M-V/def2-TZVPD) on C4H6ClN in the gas phase.

Results
HOMO	-10.0	eV
gap between HOMO and LUMO	10.79	eV
multiplicity	1

Last column: natural (NBO) charge in e.
Geometry (Å):
C1 1.4682 1.8728 0.2502  -0.3797
C2 0.3703 1.6821 -0.3996  -0.2263
C3 -0.3761 0.2351 -0.1680  0.2567
C4 -0.5842 -2.1656 0.1796  -0.4493
N1 0.1560 -0.9018 0.1330  -0.4329
Cl1 -2.0800 0.5856 -0.4807  -0.0737
H1 1.9528 2.8357 0.0825  0.2173
H2 1.7273 1.0597 0.8991  0.2318
H3 -0.2655 2.3690 -1.0816  0.2327
H4 -1.0207 -2.5826 -0.7329  0.2112
H5 -1.4684 -2.1061 0.7759  0.2041
H6 0.1201 -2.8839 0.5424  0.2083

***

Run B
ORCA calculation (ωB97M-V/def2-TZVPD) on C4H6ClN in the gas phase.

Results
HOMO	-9.1	eV
gap between HOMO and LUMO	10.03	eV
multiplicity	1

Last column: natural (NBO) charge in e.
Geometry (Å):
C1 1.4437 -0.5358 0.1112  -0.1773
C2 2.4037 0.0162 -0.6645  -0.1687
C3 0.1106 -0.7609 -0.4373  -0.2854
C4 -1.2961 1.1373 0.2338  -0.0618
N1 -0.3550 0.5905 -0.4658  -0.3809
Cl1 3.9454 0.2942 0.1028  -0.0232
H1 1.5029 -0.7999 1.1083  0.2077
H2 0.1088 -1.0283 -1.5129  0.2078
H3 -0.3635 -1.4309 0.1643  0.1819
H4 -1.4926 2.1458 0.3056  0.1687
H5 -1.8513 0.6759 1.0417  0.1284
H6 2.2646 0.0965 -1.6581  0.2028

***

Run C
ORCA calculation (ωB97M-V/def2-TZVPD) on a molecular structure, C4H6ClN.

Results
HOMO	-9.3	eV
gap between HOMO and LUMO	9.92	eV
multiplicity	1

Last column: natural (NBO) charge in e.
Geometry (Å):
C1 0.8337 -0.0144 0.6590  -0.2187
C2 -0.5191 -0.3606 1.0647  -0.4201
C3 1.0057 1.2868 0.0582  -0.0488
C4 0.6222 2.2737 -0.7574  -0.1737
H1 1.9147 -1.1329 -1.1564  0.3872
H2 2.0117 -1.9767 0.5629  0.3357
H3 1.8182 0.2249 1.2686  0.2719
H4 -1.1644 0.1576 1.9524  0.2569
H5 -0.5075 -1.4656 1.4409  0.2384
H6 0.6547 3.2219 -1.1492  0.2175
N1 1.2101 -1.3134 -0.2935  -0.8317
Cl1 -1.4620 -0.5264 -0.4125  -0.0144

***

Stability order, top to bottom: run A, run B, run C